Entry 1:
A structure of composition C33H42IN5O6SiV. Source: OMol25; level of theory: wB97M-V/def2-TZVPD.

Calculated values
Spin multiplicity ... 4
LUMO (alpha / beta) ... 0.01316 / 0.00924 Ha
Orbital gap (alpha / beta) ... 6.780 / 7.410 eV
E_HOMO (alpha / beta) ... -6.422 / -7.159 eV

Cartesian coordinates (Å):
V (-0.359, -0.436, 0.093)
C (-2.658, 4.582, -1.723)
O (-2.688, 3.280, -1.138)
C (-1.715, 2.388, -1.407)
O (-1.789, 1.282, -0.929)
N (-0.715, 2.817, -2.228)
N (0.298, 1.867, -2.521)
H (-3.623, 5.027, -1.502)
H (-2.511, 4.526, -2.801)
H (-1.877, 5.188, -1.258)
H (-0.414, 3.770, -2.064)
H (0.859, 1.708, -1.677)
H (0.857, 2.265, -3.266)
C (-2.801, -3.435, -0.404)
C (-2.767, -2.673, 0.893)
C (-3.476, -3.101, 1.996)
C (-3.336, -2.377, 3.181)
C (-2.533, -1.268, 3.244)
C (-1.870, -0.830, 2.072)
N (-2.014, -1.570, 0.918)
N (-1.028, 0.222, 1.938)
Si (-1.153, 1.672, 2.891)
C (-0.001, 1.680, 4.337)
C (-2.884, 1.919, 3.549)
C (-0.771, 3.127, 1.833)
H (-3.773, -3.322, -0.890)
H (-2.649, -4.501, -0.223)
H (-2.037, -3.076, -1.091)
H (-4.089, -3.990, 1.941)
H (-3.854, -2.712, 4.073)
H (-2.389, -0.733, 4.171)
H (-0.008, 0.723, 4.867)
H (-0.289, 2.464, 5.043)
H (1.027, 1.878, 4.020)
H (-3.072, 1.456, 4.519)
H (-3.626, 1.535, 2.844)
H (-3.054, 2.994, 3.662)
H (0.179, 3.042, 1.301)
H (-0.723, 3.998, 2.497)
H (-1.587, 3.288, 1.125)
O (2.917, -0.771, 0.430)
C (3.316, 0.571, 0.709)
C (2.178, 1.509, 0.294)
O (2.371, 2.712, 0.399)
O (1.126, 0.960, -0.177)
C (4.599, 0.869, -0.091)
C (5.721, 0.097, 0.209)
C (6.904, 0.232, -0.495)
C (6.987, 1.156, -1.532)
C (5.880, 1.928, -1.840)
C (4.694, 1.790, -1.124)
C (3.520, 0.749, 2.214)
C (4.398, 1.702, 2.720)
C (4.543, 1.867, 4.088)
C (3.813, 1.075, 4.968)
C (2.929, 0.133, 4.469)
C (2.776, -0.027, 3.096)
H (3.478, -1.366, 0.941)
H (5.676, -0.613, 1.029)
H (7.761, -0.374, -0.232)
H (7.910, 1.274, -2.086)
H (5.935, 2.659, -2.637)
H (3.851, 2.428, -1.353)
H (4.956, 2.330, 2.038)
H (5.225, 2.616, 4.469)
H (3.926, 1.202, 6.037)
H (2.337, -0.470, 5.145)
H (2.053, -0.738, 2.706)
I (0.426, -3.628, 2.042)
C (0.765, -3.351, 0.020)
C (1.148, -4.422, -0.771)
C (1.511, -4.178, -2.085)
C (1.521, -2.879, -2.551)
C (1.118, -1.870, -1.697)
N (0.679, -2.104, -0.446)
H (1.174, -5.415, -0.346)
H (1.809, -4.998, -2.726)
H (1.853, -2.624, -3.547)
H (1.153, -0.830, -2.001)
C (-2.426, -0.702, -4.589)
C (-2.550, -0.789, -3.093)
C (-3.845, -0.371, -2.452)
O (-1.621, -1.184, -2.423)
H (-3.311, -1.099, -5.089)
H (-1.531, -1.222, -4.916)
H (-2.349, 0.354, -4.867)
H (-4.643, -1.021, -2.822)
H (-4.106, 0.647, -2.750)
H (-3.765, -0.424, -1.371)

Taken from the Löwdin analysis, the atomic charges in e are:
1 V 0.824
2 C -0.055
3 O -0.026
4 C -0.567
5 O 0.052
6 N 0.024
7 N 0.066
8 H 0.095
9 H 0.093
10 H 0.096
11 H 0.137
12 H 0.035
13 H 0.088
14 C -0.031
15 C -0.386
16 C -0.075
17 C -0.080
18 C -0.050
19 C -0.467
20 N 0.028
21 N -0.107
22 Si 0.372
23 C -0.165
24 C -0.175
25 C -0.147
26 H 0.083
27 H 0.081
28 H 0.050
29 H 0.105
30 H 0.106
31 H 0.094
32 H 0.030
33 H 0.036
34 H 0.020
35 H 0.024
36 H 0.036
37 H 0.031
38 H 0.017
39 H 0.043
40 H 0.021
41 O -0.010
42 C -0.315
43 C -0.569
44 O 0.062
45 O -0.149
46 C -0.133
47 C -0.036
48 C -0.079
49 C -0.096
50 C -0.079
51 C -0.014
52 C -0.140
53 C -0.016
54 C -0.070
55 C -0.091
56 C -0.100
57 C -0.031
58 H 0.104
59 H 0.121
60 H 0.101
61 H 0.098
62 H 0.100
63 H 0.106
64 H 0.124
65 H 0.102
66 H 0.100
67 H 0.104
68 H 0.088
69 I 1.071
70 C -0.752
71 C -0.125
72 C -0.054
73 C -0.035
74 C -0.123
75 N -0.096
76 H 0.094
77 H 0.113
78 H 0.114
79 H 0.112
80 C -0.007
81 C -0.481
82 C -0.011
83 O 0.026
84 H 0.084
85 H 0.082
86 H 0.091
87 H 0.091
88 H 0.090
89 H 0.077



Entry 2:
A structure of composition C44H48BiFN12O4. Source: OMol25; level of theory: wB97M-V/def2-TZVPD.

Calculated values
Net charge ... +2
LUMO ... -0.19645 Ha
Orbital gap ... 6.900 eV
E_HOMO ... -12.245 eV

Cartesian coordinates (Å):
Bi (0.717, -1.513, -1.014)
O (-2.949, -3.296, 0.518)
C (-1.900, -2.649, 0.301)
N (-1.570, -1.956, -0.824)
C (-2.548, -2.035, -1.854)
C (-2.005, -2.772, -3.061)
C (-2.845, -3.725, -3.657)
C (-2.412, -4.354, -4.829)
C (-1.159, -4.024, -5.351)
C (-0.342, -3.154, -4.656)
N (-0.804, -2.519, -3.556)
C (-0.990, -2.589, 1.452)
C (-1.509, -2.704, 2.732)
C (-0.706, -2.569, 3.859)
C (0.677, -2.265, 3.618)
C (1.157, -2.285, 2.286)
N (0.325, -2.386, 1.200)
H (-3.453, -2.541, -1.493)
H (-2.726, -1.003, -2.200)
H (-3.813, -4.004, -3.215)
H (-3.094, -5.040, -5.357)
H (-0.857, -4.447, -6.320)
H (0.670, -2.966, -4.897)
H (-2.575, -2.931, 2.831)
H (-1.092, -2.662, 4.878)
H (1.436, -2.025, 4.371)
H (2.183, -2.033, 2.143)
C (1.053, 1.622, 6.089)
C (1.561, 2.558, 5.023)
N (1.095, 2.097, 3.660)
C (2.035, 1.635, 2.770)
C (1.760, 0.970, 1.588)
C (2.849, 0.451, 0.719)
O (3.951, 0.954, 0.750)
O (2.587, -0.554, -0.101)
C (0.378, 0.908, 1.182)
O (-0.099, 0.309, 0.134)
C (-0.597, 1.558, 2.005)
C (-1.905, 1.691, 1.516)
C (-2.826, 2.373, 2.232)
F (-4.132, 2.463, 1.746)
C (-2.595, 2.998, 3.505)
C (-1.237, 2.935, 3.944)
C (-0.266, 2.196, 3.255)
N (-3.547, 3.771, 4.181)
C (-4.951, 3.470, 4.231)
C (-5.502, 3.734, 5.637)
N (-5.161, 5.155, 6.069)
C (-3.692, 5.502, 5.966)
C (-3.149, 5.136, 4.606)
H (1.444, 1.808, 7.074)
H (1.346, 0.570, 5.904)
H (-0.027, 1.766, 6.224)
H (2.684, 2.543, 4.948)
H (1.292, 3.572, 5.177)
H (3.085, 1.756, 3.020)
H (-2.104, 1.290, 0.520)
H (-1.059, 3.337, 4.949)
H (-5.068, 2.373, 4.073)
H (-5.553, 3.995, 3.452)
H (-5.132, 3.038, 6.402)
H (-6.589, 3.576, 5.603)
H (-5.526, 5.297, 7.008)
H (-5.682, 5.835, 5.493)
H (-3.135, 4.938, 6.780)
H (-3.501, 6.566, 6.186)
H (-2.045, 5.213, 4.644)
H (-3.432, 5.959, 3.884)
C (-1.964, 2.004, -3.751)
C (-0.590, 1.680, -4.398)
C (0.303, 2.874, -4.113)
C (-0.701, 1.360, -5.891)
N (-0.019, 0.437, -3.851)
N (0.536, 0.463, -2.554)
H (-2.294, 2.906, -4.205)
H (-1.806, 2.094, -2.654)
H (-2.715, 1.209, -3.901)
H (-0.169, 3.720, -4.576)
H (1.300, 2.736, -4.482)
H (0.382, 3.078, -3.037)
H (-1.172, 2.247, -6.335)
H (-1.397, 0.519, -6.076)
H (0.215, 1.131, -6.412)
H (-0.627, -0.362, -4.043)
H (0.156, 1.228, -1.997)
H (1.578, 0.627, -2.730)
N (3.390, -2.568, -7.067)
C (3.688, -1.899, -6.170)
C (4.021, -1.123, -5.006)
C (5.304, -1.157, -4.404)
C (5.438, -0.478, -3.206)
C (4.345, 0.189, -2.599)
N (3.166, 0.314, -3.273)
C (3.035, -0.303, -4.478)
H (6.110, -1.712, -4.866)
H (6.398, -0.588, -2.708)
H (4.450, 0.576, -1.588)
H (2.088, -0.155, -4.987)
N (6.267, -7.856, -0.576)
C (5.606, -6.953, -0.759)
C (4.727, -5.829, -1.006)
C (3.544, -5.981, -1.691)
C (2.810, -4.872, -2.053)
N (3.198, -3.651, -1.682)
C (4.248, -3.480, -0.905)
C (5.087, -4.561, -0.572)
H (3.209, -7.029, -2.001)
H (2.022, -4.855, -2.773)
H (4.430, -2.454, -0.628)
H (5.981, -4.439, 0.048)

Atom charges from the Löwdin analysis, given in e for atoms 1 to 99:
1 Bi 1.943
2 O 0.026
3 C -0.494
4 N -0.133
5 C -0.181
6 C -0.281
7 C -0.001
8 C -0.040
9 C -0.052
10 C -0.117
11 N 0.036
12 C -0.207
13 C 0.008
14 C -0.008
15 C -0.025
16 C -0.090
17 N -0.026
18 H 0.119
19 H 0.122
20 H 0.126
21 H 0.123
22 H 0.121
23 H 0.091
24 H 0.133
25 H 0.118
26 H 0.107
27 H 0.102
28 C -0.066
29 C -0.157
30 N -0.004
31 C 0.068
32 C -0.035
33 C -0.590
34 O 0.081
35 O -0.296
36 C -0.240
37 O -0.213
38 C -0.052
39 C 0.086
40 C -0.138
41 F 0.040
42 C -0.118
43 C 0.056
44 C -0.089
45 N -0.091
46 C -0.146
47 C -0.073
48 N 0.071
49 C -0.101
50 C -0.129
51 H 0.079
52 H 0.091
53 H 0.071
54 H 0.141
55 H 0.105
56 H 0.151
57 H 0.148
58 H 0.113
59 H 0.155
60 H 0.146
61 H 0.145
62 H 0.144
63 H 0.182
64 H 0.193
65 H 0.159
66 H 0.147
67 H 0.131
68 H 0.153
69 C -0.033
70 C -0.619
71 C -0.038
72 C -0.031
73 N -0.086
74 N -0.098
75 H 0.069
76 H 0.077
77 H 0.085
78 H 0.086
79 H 0.080
80 H 0.080
81 H 0.093
82 H 0.093
83 H 0.077
84 H 0.081
85 H 0.066
86 H 0.038
87 N 0.172
88 C -0.179
89 C -0.204
90 C 0.010
91 C -0.038
92 C -0.069
93 N 0.045
94 C -0.072
95 H 0.128
96 H 0.114
97 H 0.094
98 H 0.104
99 N 0.190



Entry 3:
A structure of composition C4H7LiO2Pb. Source: OMol25; level of theory: wB97M-V/def2-TZVPD.

Calculated values
Net charge ... +2
LUMO (alpha / beta) ... -0.33128 / -0.35367 Ha
Orbital gap (alpha / beta) ... 7.338 / 6.447 eV
E_HOMO (alpha / beta) ... -16.353 / -16.071 eV

Cartesian coordinates (Å):
O (-0.808, -1.114, -0.482)
C (-0.361, -0.675, -1.647)
C (0.350, 0.595, -1.377)
Li (0.955, -2.315, -2.142)
Pb (-1.736, 0.492, 0.783)
H (-0.968, -0.709, -2.551)
H (1.418, 0.441, -1.290)
H (0.048, 1.437, -1.988)
C (0.202, -0.431, 1.410)
C (0.362, 0.921, 0.674)
O (-0.835, -0.616, 2.249)
H (1.088, -1.033, 1.610)
H (0.628, 1.422, 1.577)
H (1.059, 1.709, 0.347)
H (-1.401, -0.123, 2.828)

Taken from the Löwdin analysis, the atomic charges in e are:
1 O -0.341
2 C -0.359
3 C 0.019
4 Li 0.883
5 Pb 1.557
6 H 0.123
7 H 0.095
8 H 0.115
9 C -0.249
10 C -0.305
11 O -0.083
12 H 0.166
13 H 0.124
14 H 0.146
15 H 0.109



Entry 4:
A structure of composition C28H61AsN8ORbS3Si3. Source: OMol25; level of theory: wB97M-V/def2-TZVPD.

Calculated values
Net charge ... -1
LUMO ... 0.05077 Ha
Orbital gap ... 2.184 eV
E_HOMO ... -0.803 eV

Cartesian coordinates (Å):
Rb (0.314, 2.364, 0.775)
C (1.643, 4.368, -2.143)
C (2.481, 3.052, -2.035)
N (1.688, 1.857, -2.342)
C (1.053, 1.525, -3.599)
C (-0.419, 1.773, -3.703)
C (-1.209, 1.005, -4.517)
C (-2.589, 1.155, -4.460)
C (-3.131, 2.052, -3.580)
C (-2.270, 2.854, -2.853)
C (-2.853, 3.914, -1.919)
N (-1.830, 4.467, -1.062)
C (-1.093, 5.674, -1.502)
C (0.270, 5.921, -0.849)
N (1.244, 4.888, -0.856)
N (-0.930, 2.723, -2.947)
H (0.752, 4.136, -2.692)
H (2.143, 5.131, -2.777)
H (2.959, 2.902, -1.056)
H (3.419, 3.106, -2.741)
H (1.853, 1.004, -1.782)
H (1.251, 0.461, -3.829)
H (1.525, 2.072, -4.415)
H (-0.770, 0.245, -5.139)
H (-3.235, 0.529, -5.145)
H (-4.224, 2.049, -3.367)
H (-3.644, 3.509, -1.298)
H (-3.338, 4.665, -2.528)
H (-2.136, 4.439, -0.097)
H (-1.594, 6.621, -1.350)
H (-1.005, 5.544, -2.623)
H (0.069, 6.191, 0.192)
H (0.562, 6.899, -1.327)
H (2.077, 5.179, -0.321)
C (-3.376, 5.352, 3.916)
C (-2.566, 4.305, 3.102)
S (-1.114, 4.757, 2.407)
C (-3.154, 2.927, 3.063)
C (-4.290, 2.657, 3.983)
S (-2.916, 1.819, 1.806)
H (-2.754, 6.251, 4.030)
H (-3.637, 5.083, 4.958)
H (-4.263, 5.616, 3.331)
H (-4.067, 2.538, 5.054)
H (-4.714, 1.710, 3.701)
H (-5.079, 3.414, 3.898)
N (6.798, 2.543, 2.014)
C (5.532, 2.027, 1.823)
N (4.811, 1.879, 2.952)
N (5.095, 1.762, 0.562)
C (3.904, 1.198, 0.542)
N (2.853, 0.668, 0.480)
H (7.174, 2.929, 2.911)
H (7.323, 2.771, 1.155)
H (5.272, 1.743, 3.816)
H (3.897, 1.402, 2.951)
C (-1.084, -0.241, 4.559)
S (0.519, 0.512, 4.779)
C (1.710, -0.870, 4.551)
O (0.884, 1.353, 3.669)
H (-1.641, -0.013, 5.487)
H (-1.040, -1.318, 4.346)
H (-1.487, 0.332, 3.716)
H (1.412, -1.708, 5.206)
H (2.703, -0.431, 4.740)
H (1.602, -1.130, 3.480)
C (-2.203, -3.314, 2.169)
Si (-0.877, -4.348, 1.406)
C (0.719, -4.578, 2.336)
C (-1.340, -6.163, 1.134)
As (-0.250, -3.336, -0.761)
Si (-1.628, -4.436, -2.397)
C (-3.380, -4.569, -1.736)
C (-1.577, -3.396, -4.040)
C (-0.823, -6.084, -2.864)
Si (2.049, -3.757, -0.936)
C (2.403, -3.408, -2.838)
C (2.508, -5.542, -0.492)
C (3.102, -2.651, 0.127)
H (-2.524, -3.732, 3.142)
H (-3.095, -3.355, 1.544)
H (-1.976, -2.215, 2.309)
H (0.371, -5.267, 3.152)
H (1.076, -3.652, 2.825)
H (1.531, -5.061, 1.831)
H (-1.631, -6.489, 2.139)
H (-0.441, -6.730, 0.850)
H (-2.107, -6.311, 0.383)
H (-4.044, -3.722, -1.880)
H (-3.512, -4.828, -0.669)
H (-3.925, -5.352, -2.266)
H (-1.311, -2.369, -3.839)
H (-2.657, -3.468, -4.326)
H (-0.978, -3.752, -4.899)
H (-1.090, -6.740, -2.048)
H (0.281, -6.129, -2.872)
H (-1.262, -6.431, -3.768)
H (2.457, -2.295, -3.033)
H (1.703, -3.861, -3.543)
H (3.394, -3.783, -3.040)
H (1.711, -6.160, -0.065)
H (3.401, -5.602, 0.166)
H (2.728, -6.085, -1.450)
H (3.298, -1.695, -0.342)
H (4.011, -3.129, 0.468)
H (2.545, -2.314, 1.021)

Atom charges from the Löwdin analysis, given in e for atoms 1 to 99:
1 Rb 0.436
2 C -0.229
3 C -0.202
4 N -0.083
5 C -0.169
6 C -0.283
7 C -0.055
8 C -0.083
9 C -0.049
10 C -0.210
11 C -0.171
12 N -0.061
13 C -0.207
14 C -0.272
15 N -0.108
16 N 0.175
17 H 0.067
18 H 0.112
19 H 0.066
20 H 0.124
21 H 0.085
22 H 0.118
23 H 0.122
24 H 0.099
25 H 0.121
26 H 0.127
27 H 0.116
28 H 0.109
29 H 0.040
30 H 0.097
31 H 0.119
32 H 0.071
33 H 0.115
34 H 0.126
35 C -0.190
36 C -0.896
37 S 0.351
38 C -0.919
39 C -0.232
40 S 0.315
41 H 0.027
42 H 0.054
43 H 0.057
44 H 0.058
45 H 0.014
46 H 0.055
47 N 0.125
48 C -0.457
49 N 0.181
50 N 0.106
51 C -0.381
52 N 0.119
53 H 0.129
54 H 0.116
55 H 0.096
56 H 0.112
57 C -0.250
58 S 0.777
59 C -0.252
60 O -0.600
61 H 0.056
62 H 0.037
63 H -0.002
64 H 0.048
65 H 0.034
66 H 0.043
67 C -0.224
68 Si 0.278
69 C -0.231
70 C -0.225
71 As 0.760
72 Si 0.294
73 C -0.224
74 C -0.223
75 C -0.231
76 Si 0.249
77 C -0.224
78 C -0.249
79 C -0.226
80 H 0.037
81 H 0.021
82 H 0.048
83 H 0.044
84 H 0.020
85 H -0.009
86 H 0.025
87 H 0.025
88 H -0.001
89 H 0.032
90 H 0.014
91 H 0.027
92 H -0.009
93 H 0.023
94 H 0.026
95 H 0.003
96 H 0.026
97 H 0.005
98 H 0.032
99 H 0.001



Calculated electronic energy (eV), listed in the same order as above: -96307.6941; -81021.2965; -13781.3018; -161627.5592